Density functional theory data (wB97M-V/def2-TZVPD) for 2 unconnected molecules or ions with the total composition C3H10NO2.

Cartesian coordinates (Å):
C -0.08928 0.07234 -0.36863
C -1.60243 0.30372 -0.49515
C -2.28537 -0.95481 -1.00182
O -1.72958 -1.69047 -1.76234
N 0.45172 0.64471 0.92321
H 0.07887 -0.99697 -0.34299
H 0.49732 0.49981 -1.17365
H -1.99255 0.63118 0.47669
H -1.80985 1.07946 -1.23982
H -3.31864 -1.14282 -0.65903
H 1.49247 0.52869 0.93478
H 0.08728 1.59268 1.05304
H 0.11398 0.07010 1.70145
H 3.59842 -0.31854 1.41019
H 3.37578 -0.41561 -0.12745
O 3.13186 0.09655 0.67154

LUMO level, eV: -3.52
M, g mol⁻¹: 92.1
Frontier orbital gap, eV: 10.3
Charge: +1

Mulliken charges in e: -0.62, -0.46, -0.10, -0.43, -0.24, 0.41, 0.33, 0.40, 0.29, 0.37, 0.31, 0.37, 0.39, 0.35, 0.35, -0.72